[1]
Computed, not measured: a structure of composition C23H17MoN6 in a non-equilibrium geometry, with ωB97M-V with the def2-TZVPD basis set.

Atoms and positions in Å:
Mo 2.045 -0.970 0.008
C 4.142 -0.809 0.972
C 3.854 -2.189 1.113
C 3.649 -2.745 -0.163
C 3.899 -1.735 -1.126
C 4.211 -0.524 -0.431
H 4.457 -0.140 1.763
H 3.989 -2.777 2.007
H 3.489 -3.794 -0.379
H 4.048 -1.959 -2.172
H 4.649 0.376 -0.840
C 0.781 -2.530 4.137
C 1.562 -2.185 3.036
N 1.076 -1.506 1.986
C -0.228 -1.151 2.090
C -1.006 -1.550 3.175
N -0.503 -2.232 4.188
C -0.743 -0.321 1.010
C -1.979 0.277 1.051
C -2.429 1.049 -0.029
C -1.570 1.158 -1.130
C -0.332 0.563 -1.111
N 0.115 -0.165 -0.043
C 0.621 0.672 -2.207
C 0.340 1.333 -3.402
N 1.224 1.423 -4.380
C 2.409 0.877 -4.177
C 2.712 0.220 -2.988
N 1.822 0.091 -1.994
C -3.730 1.712 -0.005
C -4.493 1.822 -1.168
C -5.727 2.461 -1.081
N -6.152 2.975 0.058
C -5.442 2.898 1.168
C -4.210 2.250 1.190
H 1.210 -3.064 4.977
H 2.595 -2.464 3.054
H -2.064 -1.327 3.230
H -2.613 0.138 1.913
H -1.874 1.745 -1.984
H -0.617 1.804 -3.586
H 3.142 0.954 -4.972
H 3.706 -0.174 -2.874
H -4.173 1.387 -2.108
H -6.373 2.557 -1.945
H -5.856 3.355 2.059
H -3.634 2.215 2.107

Atoms 1-6, force components in eV/Å:
0.446 0.489 -0.186
0.162 -0.218 -0.209
0.482 -0.088 -0.181
0.393 0.044 0.093
0.024 -0.265 0.132
-0.004 -0.135 0.322

Output
Maximum force ... 0.020 hartree/bohr
LUMO energy ... -0.476 Ha
HOMO-LUMO gap ... 3.7 eV
Total charge ... +3

Results of the Löwdin charge analysis, in e, for atoms 1 through 8: atom 1 (Mo): 1.7560, atom 2 (C): -0.0889, atom 3 (C): -0.0931, atom 4 (C): -0.0585, atom 5 (C): -0.1420, atom 6 (C): -0.1420, atom 7 (H): 0.1559, atom 8 (H): 0.1375


[2]
Computed, not measured: a structure of composition C47H62NO2P2PdS2, with ωB97M-V with the def2-TZVPD basis set.

Atoms and positions in Å:
Pd -0.446 0.651 0.190
C -1.875 -2.633 -1.901
C -2.382 -2.476 -0.465
C -3.718 -3.201 -0.249
P -2.342 -0.707 0.007
C -3.218 -0.457 1.607
C -4.733 -0.647 1.591
C -2.531 -1.271 2.702
C -3.267 0.240 -1.219
C -4.228 -0.200 -2.122
C -4.820 0.676 -3.024
C -5.874 0.207 -3.990
C -4.406 2.007 -2.999
C -3.451 2.461 -2.106
C -2.871 1.577 -1.195
N -1.893 1.952 -0.267
C -1.966 3.174 0.392
C -3.160 3.891 0.549
C -3.171 5.093 1.233
C -2.020 5.634 1.803
C -2.042 6.937 2.555
C -0.849 4.903 1.667
C -0.813 3.694 0.979
P 0.668 2.690 0.768
C 1.492 2.805 2.443
C 1.535 1.430 3.123
C 2.851 3.504 2.502
C 1.627 3.598 -0.534
C 1.644 5.119 -0.397
C 1.035 3.196 -1.889
H -1.528 -3.655 -2.061
H -1.047 -1.956 -2.119
H -2.667 -2.424 -2.619
H -1.667 -2.942 0.217
H -4.580 -2.624 -0.577
H -3.862 -3.459 0.800
H -3.708 -4.135 -0.815
H -3.016 0.605 1.785
H -5.011 -1.700 1.595
H -5.193 -0.167 0.727
H -5.158 -0.194 2.489
H -2.716 -2.339 2.570
H -2.919 -0.987 3.682
H -1.449 -1.114 2.700
H -4.527 -1.239 -2.140
H -5.832 -0.873 -4.129
H -5.752 0.677 -4.966
H -6.874 0.456 -3.630
H -4.831 2.705 -3.712
H -3.141 3.497 -2.123
H -4.082 3.499 0.144
H -4.112 5.621 1.342
H -3.020 7.410 2.489
H -1.306 7.637 2.156
H -1.814 6.789 3.612
H 0.062 5.291 2.112
H 0.797 3.427 3.009
H 2.469 0.915 2.897
H 0.714 0.782 2.810
H 1.480 1.545 4.207
H 3.569 3.078 1.804
H 3.262 3.397 3.508
H 2.771 4.570 2.296
H 2.656 3.236 -0.471
H 0.635 5.528 -0.455
H 2.220 5.541 -1.222
H 2.098 5.458 0.533
H 0.003 3.546 -1.974
H 1.048 2.115 -2.022
H 1.611 3.655 -2.695
O 0.795 -1.137 0.882
S 0.917 -2.439 0.105
C 2.483 -2.569 -0.823
C 2.351 -3.765 -1.725
C 1.521 -3.707 -2.843
C 1.368 -4.813 -3.664
C 2.043 -5.992 -3.376
C 2.878 -6.057 -2.271
C 3.029 -4.949 -1.450
C 1.340 -3.665 1.374
C 0.123 -4.285 1.994
C -0.597 -5.238 1.273
C -1.731 -5.816 1.816
C -2.154 -5.453 3.090
C -1.439 -4.511 3.812
C -0.306 -3.923 3.263
H 3.313 -2.675 -0.127
H 2.572 -1.628 -1.362
H 1.000 -2.786 -3.074
H 0.726 -4.754 -4.533
H 1.925 -6.855 -4.018
H 3.417 -6.969 -2.050
H 3.695 -5.001 -0.595
H 1.963 -3.134 2.098
H 1.936 -4.420 0.863
H -0.258 -5.527 0.283
H -2.281 -6.559 1.253
H -3.034 -5.912 3.520
H -1.762 -4.230 4.806
H 0.250 -3.184 3.828
C 4.307 -0.518 0.962
S 3.608 0.873 0.057
O 2.585 0.372 -0.908
C 5.068 1.271 -0.895
C 5.013 1.140 -2.272
C 6.129 1.484 -3.025
C 7.271 1.963 -2.401
C 7.306 2.107 -1.019
C 6.200 1.768 -0.258
H 4.819 -1.203 0.291
H 3.478 -0.995 1.484
H 5.016 -0.105 1.679
H 4.105 0.777 -2.735
H 6.101 1.383 -4.102
H 8.136 2.232 -2.992
H 8.194 2.491 -0.536
H 6.220 1.897 0.818

Atoms 1-6, force components in eV/Å:
-0.302 -0.610 0.323
0.014 -0.009 0.016
-0.046 -0.045 0.067
0.038 -0.012 0.010
-0.167 0.191 -0.161
-0.004 0.035 0.040

Output
Maximum force ... 0.015 hartree/bohr
LUMO energy ... -0.090 Ha
HOMO-LUMO gap ... 6.6 eV
Total charge ... +1

Results of the Löwdin charge analysis, in e, for atoms 1 through 8: atom 1 (Pd): 0.6751, atom 2 (C): -0.1213, atom 3 (C): -0.5278, atom 4 (C): -0.0865, atom 5 (P): 1.0421, atom 6 (C): -0.5129, atom 7 (C): -0.0881, atom 8 (C): -0.1047


[3]
Computed, not measured: an isolated molecule of C4H7N2P in a non-equilibrium geometry, with ωB97M-V with the def2-TZVPD basis set.

Atoms and positions in Å:
C -1.853 -1.364 -0.408
C -0.908 1.160 0.400
C -0.010 2.276 0.623
C 1.705 -1.233 -0.402
N -0.678 -1.771 -0.328
N 0.298 -1.102 0.135
P -2.330 0.458 0.250
H -2.706 -2.155 -0.549
H -0.546 3.169 0.408
H 0.707 2.090 -0.106
H 0.363 2.270 1.668
H 2.432 -1.509 0.305
H 1.546 -2.033 -1.160
H 1.981 -0.257 -0.839

Atoms 1-6, force components in eV/Å:
-3.752 -0.968 -0.060
-0.521 -1.798 0.058
-0.754 -1.135 1.613
-3.274 -0.311 -1.979
2.422 0.652 -0.049
0.805 1.361 1.119

Output
Maximum force ... 0.075 hartree/bohr
LUMO energy (spin up / spin down) ... -0.007 / -0.005 Ha
HOMO-LUMO gap (spin up / spin down) ... 7.5 / 7.7 eV
Total charge ... 0
SMILES string ... CC#P=C/N=N/C

Results of the natural (NBO) charge analysis, in e, for atoms 1 through 8: atom 1 (C): -0.2488, atom 2 (C): -0.3613, atom 3 (C): -0.7240, atom 4 (C): -0.4322, atom 5 (N): -0.1569, atom 6 (N): -0.2148, atom 7 (P): 0.5919, atom 8 (H): 0.2210


[4]
Computed, not measured: a cluster of 3 separate species, C5H12O in total, with ωB97M-V with the def2-TZVPD basis set.

Atoms and positions in Å:
C 1.043 -1.701 -0.075
C 0.656 -0.345 0.454
C 1.757 0.679 0.524
C -0.572 -0.091 0.906
C -2.288 0.074 -1.387
O -2.209 1.174 -1.870
H 0.165 -2.311 -0.312
H 1.640 -2.243 0.669
H 1.658 -1.618 -0.980
H 0.511 0.413 -2.255
H 2.468 0.397 1.311
H 1.369 1.675 0.755
H 2.323 0.734 -0.414
H -1.335 -0.867 0.929
H -0.852 0.885 1.295
H -3.077 -0.188 -0.656
H -1.584 -0.740 -1.646
H -0.089 0.831 -2.402

Atoms 1-6, force components in eV/Å:
-0.010 -0.056 -0.012
-0.139 0.001 0.174
0.013 0.048 -0.007
0.154 -0.055 0.058
-0.064 0.307 -0.184
-0.173 -0.463 0.210

Output
Maximum force ... 0.010 hartree/bohr
LUMO energy ... 0.032 Ha
HOMO-LUMO gap ... 10.3 eV
Total charge ... 0
SMILES string ... C=C(C)C.[H][H].C=O

Results of the natural (NBO) charge analysis, in e, for atoms 1 through 8: atom 1 (C): -0.6513, atom 2 (C): 0.0481, atom 3 (C): -0.6471, atom 4 (C): -0.4394, atom 5 (C): 0.2824, atom 6 (O): -0.5133, atom 7 (H): 0.2127, atom 8 (H): 0.2228


[5]
Computed, not measured: an isolated molecule of C3H4ClF in a non-equilibrium geometry, with ωB97M-V with the def2-TZVPD basis set.

Atoms and positions in Å:
C -0.033 0.432 0.415
C 1.125 -0.416 0.590
C 2.128 -0.446 -0.339
H -0.766 0.631 1.418
H 0.782 -1.137 1.449
H 3.096 -1.013 -0.751
H 2.147 0.204 -1.067
F -0.160 1.663 -0.172
Cl -1.361 -0.651 -0.205

Atoms 1-6, force components in eV/Å:
-6.054 1.815 3.921
1.914 -1.762 -0.421
1.016 -3.741 2.908
3.259 -0.400 -1.755
1.668 1.068 -1.797
-2.173 -0.025 2.585

Output
Maximum force ... 0.145 hartree/bohr
LUMO energy ... 0.018 Ha
HOMO-LUMO gap ... 10.7 eV
Total charge ... 0
SMILES string ... C=C[C@@H](F)Cl

Results of the natural (NBO) charge analysis, in e, for atoms 1 through 8: atom 1 (C): 0.1930, atom 2 (C): -0.2840, atom 3 (C): -0.3407, atom 4 (H): 0.1940, atom 5 (H): 0.2537, atom 6 (H): 0.2334, atom 7 (H): 0.1808, atom 8 (F): -0.3311


[6]
Computed, not measured: a structure of composition CH2N2S2 in a non-equilibrium geometry, with ωB97M-V with the def2-TZVPD basis set.

Atoms and positions in Å:
C -0.335 0.027 -0.259
N 1.577 0.282 -0.402
N -0.599 -0.905 0.649
S -1.242 1.077 -1.059
S 1.888 1.530 -1.228
H 0.216 -1.114 1.227
H -1.503 -0.897 1.073

Atoms 1-6, force components in eV/Å:
1.074 1.522 -0.454
-1.860 -0.146 0.098
1.799 0.283 -0.069
0.151 -0.489 0.005
-0.265 -0.680 0.367
-0.503 -0.349 -0.115

Output
Maximum force ... 0.037 hartree/bohr
LUMO energy ... -0.044 Ha
HOMO-LUMO gap ... 7.0 eV
Total charge ... 0

Atom-resolved charges from natural (NBO), all expressed in e: atom 1 (C): 0.1472, atom 2 (N): -0.6143, atom 3 (N): -0.7920, atom 4 (S): -0.0386, atom 5 (S): 0.4798, atom 6 (H): 0.4088, atom 7 (H): 0.4092


[7]
Computed, not measured: an isolated molecule of C6H6S in a non-equilibrium geometry, with ωB97M-V with the def2-TZVPD basis set.

Atoms and positions in Å:
C 0.718 -1.187 -0.892
C -0.229 -1.243 0.037
C 1.644 -0.153 -1.003
C -1.090 1.167 0.186
C -0.652 -0.105 0.951
C 0.182 1.019 0.881
S 2.879 0.669 -1.562
H 0.907 -2.110 -1.581
H -0.787 -2.073 0.136
H -1.320 1.035 -0.881
H -2.013 1.682 0.599
H -1.146 -0.394 1.892
H 0.907 1.692 1.239

Atoms 1-6, force components in eV/Å:
1.448 -2.295 -1.873
0.062 2.990 1.178
-0.192 3.241 1.467
-2.246 0.083 0.113
0.230 -1.981 0.157
1.607 0.951 -3.354

Output
Maximum force ... 0.075 hartree/bohr
LUMO energy (spin up / spin down) ... -0.031 / -0.031 Ha
HOMO-LUMO gap (spin up / spin down) ... 5.8 / 5.8 eV
Total charge ... 0

Results of the natural (NBO) charge analysis, in e, for atoms 1 through 8: atom 1 (C): -0.4303, atom 2 (C): 0.0404, atom 3 (C): -0.0735, atom 4 (C): -0.4118, atom 5 (C): -0.3249, atom 6 (C): -0.2700, atom 7 (S): 0.1693, atom 8 (H): 0.2415


[8]
Computed, not measured: a structure of composition C48H60HfN2O3P2Se in a non-equilibrium geometry, with ωB97M-V with the def2-TZVPD basis set.

Atoms and positions in Å:
Hf 0.521 -0.375 -0.093
O -2.948 1.304 -1.504
C -2.418 0.247 -1.314
O -1.130 0.146 -0.990
C -3.151 -1.056 -1.373
C -4.445 -0.959 -1.880
C -5.235 -2.083 -2.047
C -4.726 -3.328 -1.705
C -3.443 -3.436 -1.188
C -2.628 -2.314 -1.001
P -0.997 -2.622 -0.179
C -1.505 -3.100 1.514
C -2.380 -4.157 1.776
C -2.871 -4.360 3.054
C -2.494 -3.516 4.097
C -1.584 -2.498 3.864
C -1.090 -2.300 2.580
C -0.248 -4.027 -1.036
C -0.682 -4.498 -2.275
C 0.048 -5.475 -2.942
C 1.220 -5.977 -2.389
C 1.669 -5.496 -1.162
C 0.945 -4.518 -0.497
H -4.809 0.026 -2.153
H -6.237 -1.990 -2.455
H -5.327 -4.224 -1.840
H -3.072 -4.422 -0.936
H -2.671 -4.847 0.992
H -3.549 -5.186 3.242
H -2.895 -3.670 5.092
H -1.238 -1.872 4.679
H -0.352 -1.538 2.442
H -1.575 -4.106 -2.743
H -0.306 -5.846 -3.899
H 1.787 -6.737 -2.916
H 2.587 -5.879 -0.726
H 1.312 -4.141 0.453
C 2.129 0.507 -5.227
C 2.090 0.615 -3.699
C 1.517 1.982 -3.289
P 1.242 -0.750 -2.805
C 2.390 -2.218 -2.868
C 3.336 -2.226 -1.663
C 3.218 -2.359 -4.146
C -0.252 -1.295 -3.730
C -0.002 -2.277 -4.869
C -1.115 -0.114 -4.213
H 2.830 1.256 -5.606
H 1.155 0.728 -5.665
H 2.461 -0.463 -5.589
H 3.115 0.538 -3.323
H 0.529 2.137 -3.732
H 2.169 2.781 -3.658
H 1.423 2.104 -2.210
H 1.725 -3.079 -2.778
H 3.981 -1.339 -1.647
H 3.994 -3.099 -1.704
H 2.809 -2.281 -0.718
H 3.908 -1.519 -4.270
H 2.616 -2.453 -5.046
H 3.828 -3.264 -4.062
H -0.813 -1.827 -2.968
H 0.522 -1.804 -5.704
H -0.974 -2.614 -5.244
H 0.555 -3.162 -4.557
H -0.750 0.259 -5.169
H -1.147 0.724 -3.522
H -2.144 -0.452 -4.373
C -2.062 4.164 0.577
N -2.706 2.903 0.969
C -2.103 1.790 1.387
Se -0.265 1.500 1.671
N -3.043 0.863 1.590
C -4.309 1.379 1.305
C -5.573 0.806 1.315
C -6.615 1.615 0.907
C -6.398 2.942 0.495
C -5.133 3.498 0.482
C -4.095 2.680 0.903
H -1.039 4.167 0.920
H -2.597 4.989 1.038
H -2.087 4.268 -0.506
H -2.839 -0.048 1.975
H -5.736 -0.221 1.628
H -7.623 1.217 0.896
H -7.243 3.540 0.175
H -4.963 4.517 0.150
C 1.886 -2.820 4.183
C 2.272 -3.218 2.750
C 2.613 -4.711 2.671
C 3.398 -2.314 2.276
C 4.722 -2.582 2.612
C 5.731 -1.679 2.313
C 5.401 -0.461 1.734
C 4.090 -0.155 1.383
C 3.765 1.286 1.006
C 2.985 1.534 -0.287
C 3.098 1.960 2.220
C 3.123 -1.135 1.602
O 1.841 -0.946 1.092
H 1.050 -3.431 4.542
H 1.596 -1.763 4.242
H 2.734 -2.972 4.857
H 1.402 -3.023 2.137
H 3.265 -5.009 3.498
H 3.125 -4.967 1.736
H 1.703 -5.315 2.745
H 4.965 -3.507 3.126
H 6.763 -1.901 2.571
H 6.173 0.287 1.572
H 4.717 1.785 0.849
H 1.974 1.125 -0.252
H 3.493 1.121 -1.155
H 2.853 2.603 -0.431
H 2.259 1.374 2.583
H 2.748 2.970 1.985
H 3.811 2.030 3.044

Atoms 1-6, force components in eV/Å:
-1.244 0.222 -1.122
-0.140 0.470 -0.285
0.425 -0.429 0.516
-1.288 0.327 -0.787
0.037 -0.215 -0.060
-0.028 0.001 -0.008

Output
Maximum force ... 0.044 hartree/bohr
LUMO energy ... -0.215 Ha
HOMO-LUMO gap ... 7.3 eV
Total charge ... +2

Results of the Löwdin charge analysis, in e, for atoms 1 through 8: atom 1 (Hf): 1.2338, atom 2 (O): 0.1292, atom 3 (C): -0.5666, atom 4 (O): -0.3524, atom 5 (C): -0.1304, atom 6 (C): 0.0004, atom 7 (C): -0.0292, atom 8 (C): -0.0314